# 1
The following is a DFT calculation (ωB97M-V/def2-TZVPD) of 2 unconnected molecules or ions with the total composition C4H7BrS2 in a non-equilibrium geometry.

Values from the calculation:
energy above the lowest of the compared OMol25 structures with the same formula, charge and spin = 278.8 kJ/mol
LUMO (alpha / beta) = -1.09 / -1.81 eV
frontier orbital gap (alpha / beta) = 8.054 / 6.380 eV

CARTESIAN COORDINATES (ANGSTROEM)
C 4.16508 0.50821 0.77132
C -0.90268 0.26866 0.40819
C 1.22383 0.32009 1.78666
C 0.57691 0.34623 0.41082
S 3.70009 1.94779 0.40058
S 1.30673 -0.95923 -0.54680
Br 5.02714 -0.83130 -0.09849
H -1.28619 1.16350 1.03958
H -1.11644 0.34645 -0.66099
H -1.23826 -0.74186 0.78103
H 2.28171 0.15152 1.82663
H 0.58178 -0.46410 2.23960
H 1.18396 1.16873 2.40105
H 1.05941 1.17226 -0.12492


# 2
The following is a DFT calculation (ωB97M-V/def2-TZVPD) of a single C4H7BrSi molecule in a non-equilibrium geometry.

Values from the calculation:
energy above the lowest of the compared OMol25 structures with the same formula, charge and spin = 412.6 kJ/mol
LUMO (alpha / beta) = -0.34 / -0.34 eV
frontier orbital gap (alpha / beta) = 8.240 / 8.239 eV
structure (SMILES) = C[Si]1(C)C=C1Br

CARTESIAN COORDINATES (ANGSTROEM)
C 0.39721 -0.14198 -1.58469
Si -0.60798 -0.40021 0.08075
C 0.48795 0.44269 1.48910
C -1.99103 -1.52881 0.44111
C -2.50010 0.11687 0.22719
Br -4.15395 0.59122 -0.49442
H 1.31395 -0.59900 -1.44034
H -0.14846 -0.67253 -2.33763
H 0.75868 0.78350 -1.89704
H 0.59736 -0.00016 2.39301
H 1.36889 0.81091 1.06023
H -0.20197 1.19574 1.80887
H -2.61895 -2.46251 0.46454


# 3
The following is a DFT calculation (ωB97M-V/def2-TZVPD) of a molecular structure, C4H7CaO2 in a non-equilibrium geometry.

Values from the calculation:
energy above the lowest of the compared OMol25 structures with the same formula, charge and spin = 388.0 kJ/mol
LUMO (alpha / beta) = -4.26 / -5.51 eV
frontier orbital gap (alpha / beta) = 6.963 / 5.185 eV
total charge = +1

CARTESIAN COORDINATES (ANGSTROEM)
H 1.55215 1.20199 0.53399
O 1.74986 0.82784 1.54668
C 1.16086 -0.28556 1.46652
C -0.00518 -0.20292 0.57622
C 0.08607 -0.82024 -0.82546
C -1.12894 -0.44224 -1.64433
O -1.05769 0.06456 -2.73665
Ca -1.94556 3.42659 1.04682
H 1.84315 -1.14233 1.39212
H -0.44712 0.94616 0.67299
H -0.78654 -0.76593 1.12873
H 0.07570 -1.91877 -0.72962
H 0.99161 -0.49330 -1.34875
H -2.08837 -0.39585 -1.07928


# 4
The following is a DFT calculation (ωB97M-V/def2-TZVPD) of a single C4H7Cl2F molecule in a non-equilibrium geometry.

Values from the calculation:
energy above the lowest of the compared OMol25 structures with the same formula, charge and spin = 0.0 kJ/mol
LUMO = 0.75 eV
frontier orbital gap = 11.580 eV
structure (SMILES) = CC(C)(Cl)[C@H](F)Cl

CARTESIAN COORDINATES (ANGSTROEM)
C 0.85139 -1.30590 -1.17254
C 0.73165 -0.05021 -0.34464
C 1.81283 0.90389 -0.76991
Cl 0.93550 -0.41197 1.38695
C -0.66104 0.59620 -0.51263
F -0.83864 1.73081 0.26660
Cl -1.94646 -0.52194 -0.04960
H 0.64232 -1.08205 -2.20467
H 0.23149 -2.10096 -0.78829
H 1.85611 -1.69132 -1.11712
H 1.75313 1.82013 -0.17522
H 1.75787 1.20482 -1.82352
H 2.82370 0.48576 -0.64675
H -0.73940 0.79880 -1.58039